(1)
A cluster of 2 separate species, C4H12NO2 in total at a distorted geometry. Source: the Open Molecules 2025 dataset; level of theory: wB97M-V/def2-TZVPD.

Geometry (Å):
C 0.348 1.008 1.597
O -0.507 2.040 1.320
C 0.330 -0.077 0.470
C 1.687 -0.635 0.160
C 1.867 -1.605 -1.007
N -0.410 0.398 -0.691
H 0.046 0.521 2.553
H 1.409 1.362 1.722
H -0.281 -0.907 0.876
H 2.211 -0.889 1.097
H 2.327 0.264 0.005
H 0.985 -2.251 -1.057
H 1.970 -1.018 -1.916
H 2.646 -2.342 -0.818
H 0.224 0.666 -1.447
H -0.847 1.263 -0.326
H -3.521 -0.146 -1.291
H -2.132 -0.699 -1.045
O -2.983 -0.919 -1.474

Calculated values
Spin multiplicity: 1
Energy above the lowest of the compared OMol25 structures with the same formula, charge and spin: 73.56 kJ/mol
Net charge: -1
Orbital gap: 6.57 eV

=====

(2)
The ion C7H10N5S with charge +1 at a distorted geometry. Source: the Open Molecules 2025 dataset; level of theory: wB97M-V/def2-TZVPD.

Geometry (Å):
C -2.181 -0.688 -1.721
C -2.366 0.479 -2.390
C -0.674 0.590 -0.752
C -0.030 0.128 2.371
C 0.777 -1.391 0.952
C 0.359 1.261 1.496
C 0.606 0.903 0.027
N -1.211 -0.576 -0.766
N 0.120 -1.111 2.114
N 1.219 -0.515 0.080
N 1.098 -2.689 0.804
N 1.288 1.903 -0.680
S -1.396 1.775 -1.813
H -2.599 -1.627 -2.131
H -3.075 0.607 -3.287
H -0.198 0.389 3.485
H -0.347 2.048 1.678
H 1.258 1.727 1.850
H 1.971 -0.740 -0.609
H 0.477 -3.369 1.209
H 1.462 -2.870 -0.102
H 2.189 2.062 -0.228
H 1.254 1.704 -1.586

Calculated values
Spin multiplicity: 1
Energy above the lowest of the compared OMol25 structures with the same formula, charge and spin: 0.00 kJ/mol
Net charge: +1
Orbital gap: 8.53 eV
Structure (SMILES): N[C@]1(c2nccs2)CC=NC(=[NH2+])N1

=====

(3)
A cluster of 2 separate species, C8H14O2SSi in total at a distorted geometry. Source: the Open Molecules 2025 dataset; level of theory: wB97M-V/def2-TZVPD.

Geometry (Å):
C -0.013 1.862 1.336
C 0.790 1.177 0.760
C -3.077 -0.492 -0.458
C -3.362 -1.051 -1.857
C 2.314 0.309 -1.657
C 3.396 -0.303 1.380
C 0.768 -1.753 0.387
C -0.909 2.834 1.779
O -2.963 0.807 -0.342
O -2.107 2.741 1.605
Si 1.945 -0.276 0.118
S -3.029 -1.560 0.778
H -3.009 -2.052 -1.939
H -4.415 -1.012 -2.102
H -2.875 -0.300 -2.584
H 2.186 -0.470 -2.385
H 1.643 1.058 -2.084
H 3.325 0.777 -1.771
H 4.243 0.092 0.858
H 3.148 0.032 2.420
H 3.701 -1.357 1.614
H -0.159 -1.435 0.010
H 1.168 -2.654 0.044
H 0.632 -1.975 1.455
H -0.358 3.676 2.111
H -2.980 1.324 0.525

Calculated values
Spin multiplicity: 1
Energy above the lowest of the compared OMol25 structures with the same formula, charge and spin: 0.00 kJ/mol
Orbital gap: 8.16 eV
Structure (SMILES): C[Si](C)(C)C#CC=O.CC(O)=S

=====

(4)
An isolated molecule of H3N2PS at a distorted geometry. Source: the Open Molecules 2025 dataset; level of theory: wB97M-V/def2-TZVPD.

Geometry (Å):
N -0.307 0.236 -0.055
N -1.598 0.199 -0.382
P 0.637 -0.962 0.263
S 2.388 0.438 0.183
H -2.215 -0.527 -0.327
H -2.104 1.097 -0.245
H 3.198 -0.481 0.563

Calculated values
Spin multiplicity: 1
Energy above the lowest of the compared OMol25 structures with the same formula, charge and spin: 0.00 kJ/mol
Orbital gap: 8.44 eV
Structure (SMILES): N/N=P/S

=====

(5)
An isolated molecule of C2H5NO2S at a distorted geometry. Source: the Open Molecules 2025 dataset; level of theory: wB97M-V/def2-TZVPD.

Geometry (Å):
C -1.219 0.045 -0.429
C 1.138 -0.018 0.170
N -0.148 -0.135 0.543
O -0.580 0.017 1.836
O 2.091 -0.051 0.922
S 1.479 0.171 -1.621
H -1.445 1.200 -0.520
H -0.911 -0.322 -1.478
H -2.228 -0.392 0.026
H -1.009 -0.788 2.082
H 2.832 0.272 -1.530

Calculated values
Spin multiplicity: 1
Energy above the lowest of the compared OMol25 structures with the same formula, charge and spin: 231.43 kJ/mol
Orbital gap: 10.34 eV
Structure (SMILES): CN(O)C(=O)S

=====

(6)
A cluster of 6 separate species, C5H23N2O6 in total at a distorted geometry. Source: the Open Molecules 2025 dataset; level of theory: wB97M-V/def2-TZVPD.

Geometry (Å):
N -2.028 -1.325 0.563
C -1.057 -2.492 0.388
C 0.293 -1.896 0.087
N 0.497 -0.859 1.024
C 2.138 0.767 2.070
C 1.845 -0.647 1.385
C 2.889 -0.562 0.171
O 2.588 0.121 -0.811
H -2.087 -0.666 -0.207
H -1.751 -0.681 1.314
H -2.944 -1.747 0.805
H -1.454 -3.060 -0.446
H -1.119 -3.007 1.428
H 0.320 -1.581 -1.011
H 1.120 -2.716 0.093
H 0.126 -0.001 0.724
H 2.241 0.401 3.127
H 3.016 1.292 1.799
H 1.402 1.408 1.770
H 2.167 -1.465 2.000
H 3.899 -0.897 0.231
H 1.103 0.874 -3.547
H 1.252 1.147 -1.967
O 0.755 1.317 -2.777
H -0.111 3.483 -0.111
H 0.316 2.921 -1.516
O -0.397 2.979 -0.889
H -0.748 0.174 -2.223
H -1.120 -0.773 -3.398
O -1.285 -0.550 -2.318
H -3.191 1.306 -0.897
H -1.701 1.951 -0.824
O -2.370 1.211 -0.506
H -2.384 0.264 3.349
H -1.803 1.372 2.336
O -2.101 0.456 2.483

Calculated values
Spin multiplicity: 1
Energy above the lowest of the compared OMol25 structures with the same formula, charge and spin: 373.04 kJ/mol
Net charge: +1
Orbital gap: 9.70 eV

=====

| no. | LUMO energy (eV) |
| --- | --- |
| 1 | 3.9 |
| 2 | -4.2 |
| 3 | -0.1 |
| 4 | 0.2 |
| 5 | 0.6 |
| 6 | -2.6 |